107
Properties=species:S:1:pos:R:3:forces:R:3 method="wB97M-V/def2-TZVPD" energy_ev=-286654.236 lumo_energy_ev="3.192 / 3.112" multiplicity=5 s2=6.06 total_charge=-2
F 7.74822 0.01750 -0.25107 -0.113 0.003 -0.038
C -1.17126 -0.04427 -3.57950 0.020 0.076 -0.067
H -2.16193 8.24619 1.85019 -0.002 0.011 -0.010
C -1.30826 7.10225 3.44317 0.007 -0.009 0.021
F 3.66309 -2.09104 -1.19803 -0.019 0.035 0.022
H -3.76717 -1.66741 2.60933 -0.005 0.005 -0.016
N -0.90229 2.55597 -0.71148 -0.030 -0.055 -0.027
C 0.26369 -10.16758 -0.25239 -0.012 -0.005 -0.001
H 2.09441 3.91677 1.49566 -0.005 -0.006 0.012
H 0.97811 3.26129 4.97294 0.017 -0.042 -0.023
H -2.39112 -1.93943 -1.23267 -0.027 0.042 -0.078
H 0.35267 3.94844 1.82886 -0.003 0.003 0.008
C -2.15086 7.29631 2.37065 0.037 0.026 0.010
C -2.17213 4.86757 3.69849 -0.009 -0.022 0.049
C 3.85689 0.19981 -1.82953 -0.092 0.100 -0.052
H 1.98748 -3.65952 0.07318 0.007 -0.014 -0.001
O -2.60521 0.55967 -0.76309 -0.168 -0.062 -0.019
N 0.30820 -1.64066 2.83860 -0.115 0.210 0.369
C -0.60025 -9.12179 -0.51328 0.010 0.014 0.013
H 1.48450 -1.26239 -0.03464 0.012 -0.032 -0.012
C -1.27464 -3.75727 -0.88114 0.027 0.066 -0.044
H -3.42987 -2.76421 1.24100 0.008 0.023 0.031
C -2.21327 2.87833 -0.50035 -0.072 -0.042 0.002
C -1.32295 5.88273 4.11068 -0.010 0.003 -0.029
S 1.97765 1.15892 0.74433 0.279 -0.004 -0.368
N -0.46905 -1.53715 -0.63371 -0.105 0.085 -0.068
H 3.15128 -8.48338 0.45659 0.011 -0.004 0.001
H -0.64432 7.89292 3.76813 0.013 0.010 0.010
C -0.18334 1.70770 -5.05896 0.018 -0.012 -0.022
B 1.74908 -1.03713 3.23835 -0.183 -0.152 -0.097
C -3.10667 1.77876 -0.52008 -0.004 0.096 0.010
C -0.25489 0.10990 -7.30606 0.004 -0.014 -0.008
C 4.73229 1.29615 -1.82887 -0.020 0.150 0.030
C 2.11733 -8.65900 0.19027 -0.007 -0.012 -0.001
N 1.66442 0.48343 3.38833 0.061 0.009 -0.130
N 1.39283 -6.24568 -0.07408 -0.080 0.000 -0.036
C -1.64378 5.19708 -0.54498 -0.056 0.008 0.029
H 1.47283 4.68304 2.98999 0.010 -0.009 0.002
F 6.12421 -2.18338 -0.19395 -0.018 0.034 -0.020
Br -0.18181 5.62369 5.62108 -0.031 0.123 0.049
H -1.80765 -4.14023 2.76750 -0.014 -0.037 0.023
C -0.68009 0.40954 -4.94204 0.010 0.028 0.016
C -2.62909 4.21335 -0.32037 0.008 0.011 -0.031
C 1.24150 -7.61232 -0.07331 -0.028 0.002 -0.007
H -2.18014 3.91841 4.22055 0.013 -0.003 -0.004
C -0.35303 4.84467 -0.85354 0.023 0.007 0.017
Cr -0.72649 0.53063 -0.70979 0.375 -0.088 0.351
O -0.59505 0.60406 -2.62890 0.006 0.012 0.083
C 6.01126 1.24787 -1.31094 0.046 0.066 0.000
H 2.23420 -5.72985 0.11110 0.015 0.008 -0.010
H -0.26789 -0.53850 -8.17132 0.001 0.000 -0.004
S -1.10650 0.52213 1.80260 -0.123 0.200 0.252
H -0.09560 -11.18683 -0.31603 -0.002 -0.001 -0.002
N -3.87042 6.62914 0.88880 0.055 0.185 0.049
N -4.56020 5.70747 0.23773 -0.128 -0.050 -0.166
S 2.24573 0.30924 -2.46466 0.101 -0.109 0.045
H 0.55060 1.78734 -8.35835 0.005 0.004 -0.006
N -0.73713 -6.61380 -0.63087 0.040 0.080 0.035
H 0.62662 3.22528 -6.32884 0.006 0.012 -0.002
C 0.17891 -5.70451 -0.41874 0.009 -0.104 -0.013
C -0.80221 -1.08480 2.32658 0.151 -0.070 -0.423
C -3.03356 6.28963 1.91010 0.084 0.050 0.041
Br -1.25403 -2.19789 -6.07029 0.005 -0.028 -0.056
C -4.87208 3.37435 -0.09096 0.005 0.026 -0.031
C 0.24603 2.21407 -6.27193 -0.010 -0.015 0.003
H 1.98231 -1.51686 4.32947 0.034 0.005 0.005
C 0.03338 -2.95804 3.12098 0.060 -0.047 -0.084
H -5.92416 3.56707 0.08014 -0.007 0.012 0.007
H -3.11949 -1.01113 1.09094 -0.024 -0.041 0.002
C 0.20762 1.41107 -7.40244 -0.007 0.001 0.005
N 1.47310 2.61132 2.98715 0.054 -0.023 -0.067
H 2.54335 -1.38342 2.40346 0.018 0.020 -0.047
C -3.01297 5.06125 2.61728 0.004 -0.098 0.066
C 0.99157 -3.35776 -0.21860 -0.101 -0.064 0.001
C 1.34541 1.11362 4.57088 -0.039 0.048 0.034
C -1.45569 -2.39003 -0.93692 0.163 -0.049 -0.043
C 0.73242 -2.00290 -0.28146 -0.029 0.024 -0.082
H 0.40262 5.59614 -1.03543 0.000 0.003 -0.009
H 2.25084 -10.78508 0.28800 0.006 -0.005 0.006
H -5.16249 1.25339 -0.37856 -0.003 -0.022 0.001
H -1.92883 6.23843 -0.48679 -0.016 0.034 0.035
N -1.74431 -2.06334 2.22876 -0.046 0.033 0.292
C -4.01372 4.46784 -0.01736 -0.104 -0.154 -0.111
O -2.03136 -0.90171 -3.48109 -0.014 -0.126 0.135
C 5.66885 -1.03066 -0.72746 0.038 0.035 0.015
C -3.10266 -1.86657 1.76664 -0.052 0.025 -0.057
H 1.22631 0.55793 5.48262 0.025 -0.013 0.027
H 0.78718 -3.59632 3.54563 -0.007 -0.013 0.044
C 1.72634 1.41293 2.40457 -0.202 -0.078 0.161
C 6.49359 0.07789 -0.75118 0.082 0.006 0.015
H -3.67126 4.25608 2.31986 0.041 0.033 0.060
H -2.08049 -4.43253 -1.12751 0.000 -0.017 0.000
C 1.60404 -9.93926 0.09393 0.021 0.012 0.002
F 4.32953 2.48096 -2.32787 0.085 -0.197 0.047
C -1.23738 -3.22935 2.74942 0.075 -0.069 -0.128
C -0.10230 -7.82290 -0.42279 0.041 -0.004 0.010
H -1.63446 -9.29008 -0.78141 -0.013 -0.005 -0.008
F 6.80575 2.34025 -1.34059 -0.082 -0.128 0.013
C 1.22201 2.43461 4.33009 -0.007 -0.033 0.094
C 4.39450 -0.95672 -1.25357 0.027 -0.045 -0.049
C -0.02692 -4.25425 -0.51395 0.041 0.067 0.041
C -4.44265 2.06179 -0.33576 0.075 -0.001 -0.007
C 1.34242 3.86693 2.28096 -0.063 0.033 -0.051
H 1.01844 3.14785 -1.06018 0.001 0.009 -0.022
C -0.69748 -0.37984 -6.08431 -0.019 -0.024 -0.042
C 0.00289 3.48851 -0.89315 -0.072 0.019 0.007
H -0.12367 2.30124 -4.15837 0.004 0.013 0.025

---

92
Properties=species:S:1:pos:R:3:forces:R:3 method="wB97M-V/def2-TZVPD" energy_ev=-83200.184 lumo_energy_ev="-7.859 / -11.560" multiplicity=3 s2=2.02 total_charge=+3
C -1.64892 -2.94335 1.43827 -0.028 0.081 -0.123
H -0.31287 5.07343 2.54495 0.019 -0.008 -0.015
C -0.76940 -3.62281 -1.79697 0.072 -0.115 -0.001
C 0.25202 -4.26933 1.90677 0.018 -0.015 0.022
H -0.76284 1.22627 -2.59748 -0.015 -0.002 0.014
H 4.93891 -2.51669 2.45055 -0.015 -0.007 -0.019
C 2.54921 4.27233 0.91072 0.012 0.057 0.065
C 3.86127 4.71283 0.51265 -0.037 0.015 0.172
C -1.92218 4.39837 -2.83566 -0.014 0.016 0.010
C -1.26826 2.14605 -2.31409 0.003 0.047 -0.058
C 2.33772 -2.73981 0.28922 0.030 -0.056 -0.016
H -1.08878 -3.30754 -5.15530 0.005 0.001 0.016
H -4.48559 1.77497 0.70902 0.008 0.000 0.008
C -1.89909 2.25434 -1.07022 -0.055 0.003 0.012
C -2.52987 3.44400 -0.71084 0.028 0.031 0.041
C 4.92987 -3.66025 0.63040 0.008 -0.003 0.006
H -3.51896 -3.44437 2.36692 0.023 -0.004 -0.002
O 3.39158 6.96225 0.56606 -0.004 -0.069 0.225
H -5.33321 -3.22749 -2.02121 0.011 -0.003 0.027
H 5.94139 -4.02152 0.76467 -0.017 0.008 -0.006
C 3.07494 -2.34632 1.40899 0.016 0.036 0.008
H -5.39151 -0.97958 -3.02397 0.023 0.006 0.021
H 2.32893 -3.91446 -1.52271 0.000 0.014 0.015
H -0.93741 0.41825 2.74032 -0.007 -0.018 -0.018
H 1.30021 -4.51190 1.79255 -0.014 0.022 -0.013
C 4.93620 0.36986 -1.21344 -0.010 -0.014 0.003
H 1.85620 6.07806 1.88327 0.000 0.020 0.004
C 4.36726 -2.81216 1.58018 0.015 -0.005 0.001
C -2.62481 1.09962 1.57931 0.007 -0.075 0.053
H -3.00843 3.54882 0.25469 0.018 0.002 -0.028
H -1.82544 -4.74768 -3.28728 0.014 0.022 0.009
H -2.50983 -5.41833 3.51442 0.012 0.004 -0.015
C -2.95097 -0.38951 -0.77153 0.029 -0.071 0.034
C -0.55354 -5.07282 2.70875 0.089 -0.045 0.009
C -0.77228 -3.08694 -4.14405 -0.002 -0.008 0.004
H -2.07495 0.72126 4.90430 -0.011 0.004 -0.016
C -4.57504 1.72851 2.84556 -0.007 0.003 -0.004
H -1.05887 -4.29218 -0.99432 -0.011 0.030 0.010
C -3.90049 1.43179 4.02366 -0.002 -0.002 0.005
C 5.33030 1.65338 -0.94637 -0.037 0.010 0.008
C -4.69300 -1.17847 -2.21984 -0.013 0.040 -0.050
H -0.81552 2.75501 1.89132 0.015 0.016 -0.061
C -2.95605 -1.69682 -0.17523 -0.159 0.094 -0.346
N 0.98575 2.43257 0.95339 0.094 0.108 -0.030
C 2.19922 2.94573 0.62372 -0.042 -0.128 -0.053
C 2.89658 -3.59894 -0.65552 0.033 -0.019 -0.017
C 4.19819 -4.05259 -0.48242 -0.001 -0.005 0.004
C 0.41672 4.50749 1.98225 0.029 0.032 -0.007
H -1.93399 5.23445 -3.52260 0.001 -0.013 0.007
C 3.14355 2.06215 -0.01568 -0.065 -0.043 0.107
C -2.53609 4.51389 -1.59627 0.003 -0.006 0.003
P 0.66328 -2.12216 0.11091 0.067 0.107 -0.118
C -1.19137 -3.89115 -3.09414 0.008 -0.020 0.007
C 1.61807 5.05880 1.62421 0.015 -0.059 -0.037
H 2.64461 -1.67530 2.14634 -0.010 -0.010 -0.017
C 4.76021 3.89432 -0.05684 -0.006 0.024 -0.003
H -3.85893 0.82178 -2.27620 0.010 0.006 0.010
H 5.59432 -0.34435 -1.68832 -0.001 0.030 0.004
C -4.66315 -2.46686 -1.64248 -0.107 -0.013 -0.107
C 3.64306 -0.02386 -0.86129 0.016 0.077 -0.057
N 2.77341 0.77978 -0.26804 0.042 0.054 -0.203
H -5.59392 2.09171 2.87996 0.021 -0.007 -0.003
P -1.79938 0.81529 0.00369 0.108 0.113 -0.171
O 5.44784 6.34420 0.81584 -0.164 -0.030 0.212
C 4.41752 2.53439 -0.33681 0.085 0.002 -0.043
C -2.59519 0.95640 3.98487 0.008 0.017 0.007
H -0.80925 3.12644 -4.16270 -0.011 0.010 0.023
C -0.29041 -3.16452 1.25552 -0.080 -0.119 0.107
C -3.79644 -2.74843 -0.62960 0.035 -0.022 0.073
C -1.89962 -4.79456 2.87471 -0.107 0.025 0.010
Au 0.60944 0.32247 0.21695 -0.186 -0.131 0.361
H 6.32380 2.00171 -1.20057 -0.009 -0.006 0.002
N 4.26779 6.12945 0.68665 0.177 0.073 -0.595
H 5.74063 4.27248 -0.31384 0.012 -0.007 0.000
C -3.94463 1.55652 1.62286 -0.034 -0.042 -0.013
H 3.31754 -1.02849 -1.08002 -0.030 -0.060 0.024
H -3.73620 -3.72663 -0.17198 -0.021 0.010 -0.017
H -4.39681 1.56894 4.97562 0.011 -0.007 -0.012
C -3.82440 -0.14435 -1.78825 0.036 -0.025 -0.030
C -2.47635 -3.70282 2.22869 0.071 -0.033 0.056
C 0.48591 -1.73186 -2.60827 -0.024 0.062 -0.033
H 4.63638 -4.71969 -1.21323 -0.008 0.008 0.013
O -2.09629 -1.78003 0.78778 0.111 -0.042 0.408
C 0.13139 3.19412 1.61309 -0.007 0.054 0.036
C 0.06832 -2.53794 -1.54593 -0.051 0.051 0.025
C -1.28942 3.21382 -3.19655 0.020 -0.045 0.000
C 0.07401 -2.01023 -3.90159 0.008 0.017 -0.004
H -0.11688 -5.92513 3.21238 -0.003 0.022 -0.008
C -1.95780 0.78780 2.76543 -0.046 -0.031 0.044
H 0.41700 -1.39485 -4.72349 -0.006 -0.010 0.016
H -3.02515 5.43787 -1.31667 0.008 -0.015 -0.008
H 1.14922 -0.88881 -2.43254 -0.028 -0.017 0.015